Computed, not measured: a single C4H4O molecule in a non-equilibrium geometry, with ωB97M-V/def2-TZVPD.

XYZ file:
```
9
Properties=species:S:1:pos:R:3:forces:R:3:nbo_charge:R:1
C 1.458185 0.938355 -0.047295 0.23 0.08 0.05 -0.6982
C 0.299100 0.140326 -0.368884 0.01 -0.70 0.43 0.1116
C -0.509552 -0.753147 -0.270664 0.32 0.38 -0.14 -0.1599
C -1.834080 -1.167717 0.078323 -0.32 -0.11 -0.04 0.3695
O -2.183892 -2.117742 0.735752 0.09 0.48 -0.44 -0.4917
H 1.735136 0.575166 0.945263 0.38 0.31 -0.06 0.2498
H 1.244486 2.007577 0.000669 0.05 -0.11 -0.13 0.2411
H 2.266151 0.737694 -0.750043 0.08 0.15 0.06 0.2497
H -2.475534 -0.360512 -0.323121 -0.84 -0.49 0.26 0.1280
```
Forces are in eV/Å.



Computed, not measured: a single C4H4O molecule, with ωB97M-V/def2-TZVPD.

XYZ file:
```
9
Properties=species:S:1:pos:R:3:forces:R:3:nbo_charge:R:1
O -1.805250 0.922788 0.552913 0.21 -0.30 -0.62 -0.5129
C -1.059581 0.518661 -0.302792 -0.52 0.22 0.33 0.4559
C -0.408737 -0.863014 -0.279049 -0.01 -0.01 0.07 -0.5714
C 0.888179 -0.405722 0.229053 0.43 0.48 0.19 -0.0160
C 1.710137 0.391311 0.608352 -0.20 -0.42 -0.12 -0.2137
H -0.665732 1.170644 -1.108202 -0.21 0.00 0.03 0.1168
H -0.336086 -1.316569 -1.273955 0.02 0.14 0.16 0.2446
H -0.945208 -1.531221 0.399546 0.17 0.12 -0.04 0.2540
H 2.401966 1.120974 0.962686 0.11 -0.24 -0.02 0.2427
```
Forces are in eV/Å.



Respective orbital gap values: 10.6; 10.8 eV.
Respective relative energy (zero: lowest compared OMol25 entry of this formula, charge and spin) values: 42.0; 41.7 kcal per mole.